The following is a quantum chemistry calculation of a gas-phase ion, C19H29BrCl2N4O2PS (charge +1), from the Open Molecules 2025 dataset.

XYZ file:
```
59
Properties=species:S:1:pos:R:3:forces:R:3
C -3.43226 -4.23511 -0.89999 -0.54 -0.96 -0.08
C -2.43934 -4.72555 0.26027 -1.24 0.08 0.28
C -1.69042 -3.55849 1.05913 0.65 -0.53 -0.21
C -0.74790 -2.62256 0.11105 -1.00 0.23 1.19
C -0.40075 -1.29018 1.00678 -1.68 -3.84 0.83
N 0.22720 -0.26523 0.19364 3.72 1.90 -1.15
C 0.08437 0.93787 -0.51803 1.60 -1.40 0.38
N -1.03981 1.63402 -0.57814 0.55 3.08 -2.44
C -0.80511 2.86103 -1.47116 0.16 3.80 -4.06
C -1.31411 2.82550 -2.95947 1.57 2.65 1.54
C -1.13225 4.05928 -3.90856 1.10 -0.15 3.64
C -0.42480 5.34396 -3.40041 -0.42 -2.95 2.15
C 0.11538 5.36936 -1.95236 -1.84 -2.97 -1.12
C -0.09320 4.15051 -1.03002 -0.79 -0.37 -1.95
C -2.40977 1.64853 -0.16957 -3.14 0.80 0.06
Cl -2.63903 3.24588 0.85806 0.09 -1.03 -0.75
C -3.28298 0.64515 0.69752 -1.87 1.68 1.63
C -3.05776 0.71569 2.31985 1.02 -2.19 -0.33
Cl -3.60629 -1.02091 0.01208 0.62 1.17 0.24
N 1.28397 1.37288 -1.19982 -0.09 -3.51 2.48
C 2.27942 0.39910 -0.85101 -7.62 2.51 1.57
P 3.92646 0.74136 -1.60635 3.93 1.95 -2.83
O 4.92834 1.78160 -0.66971 -2.71 -1.45 -1.26
O 3.59173 1.70072 -3.00705 -0.02 -1.72 2.46
S 4.95982 -0.75904 -2.26549 -0.77 -0.18 0.78
N 1.58428 -0.51769 -0.00975 5.26 -0.20 -2.40
C 2.47969 -1.57859 0.49871 0.83 -0.92 3.08
C 2.94869 -1.23004 2.02404 -0.10 -1.72 0.57
C 3.74641 -2.47010 2.71092 0.35 1.13 0.41
Br 4.16323 0.33714 2.14086 -0.89 -0.62 -0.30
H -3.90552 -5.19214 -1.34952 0.77 1.55 0.65
H -4.33668 -3.62468 -0.51278 1.70 -0.80 -0.57
H -2.90276 -3.71484 -1.76694 -0.72 -0.49 1.29
H -3.10259 -5.27619 1.03411 1.14 0.82 -1.19
H -1.76188 -5.52721 -0.18483 -0.51 1.30 0.70
H -2.44658 -2.93787 1.66197 1.03 -0.86 -1.11
H -1.01475 -4.08001 1.84456 -0.95 0.93 -1.22
H -1.28794 -2.25851 -0.82579 0.75 -0.75 1.24
H 0.15510 -3.25710 -0.14106 -0.92 1.06 0.08
H 0.22716 -1.72795 1.88091 -0.37 1.53 -1.62
H -1.37511 -1.07463 1.54289 1.28 0.75 -1.20
H -1.82418 1.87873 -3.33896 0.77 1.51 0.50
H -1.55167 3.97940 -4.96709 0.75 0.20 1.75
H -0.30909 6.25665 -4.08428 -0.19 -1.64 1.18
H 0.65598 6.28041 -1.50608 -1.01 -1.63 -0.93
H 0.32037 4.21676 0.03817 -0.74 -0.14 -1.80
H -3.07988 1.87766 -1.10305 1.66 -0.44 1.63
H -4.34806 1.12337 0.62870 2.17 -0.75 -0.34
H -3.05253 -0.38858 2.67405 -0.18 1.77 -0.38
H -3.91080 1.23604 2.86007 1.34 -0.45 -0.93
H -2.01397 1.11559 2.59257 -1.81 -0.29 -0.38
H 5.85943 1.69791 -0.97721 -0.81 -0.29 -0.07
H 3.80393 1.12891 -3.79139 -0.22 0.47 1.08
H 3.44803 -1.64798 -0.09870 -1.57 0.39 0.26
H 2.05369 -2.63050 0.56764 0.12 1.54 -0.38
H 2.06642 -1.00349 2.71422 1.14 -0.09 -1.24
H 3.72430 -2.24878 3.84481 -0.02 -0.60 -1.81
H 4.86237 -2.43038 2.42329 -1.88 -0.27 0.19
H 3.28497 -3.48778 2.49052 0.55 1.38 0.25
```
Forces are in eV/Å.

DFT total energy = -5344.3247 Eh
SMILES = CCCCCn1c(N(c2ccccc2)[C@H](Cl)[C@H](C)Cl)nc(P(O)(O)=S)[n+]1C[C@@H](C)Br
charge = +1

Need the Löwdin charges? In units of e they are: -0.16, -0.25, -0.23, -0.17, -0.13, 0.08, -0.19, -0.03, -0.21, 0.01, -0.04, -0.05, -0.04, -0.04, -0.52, 0.63, -0.69, -0.16, 0.67, 0.17, -0.22, 0.36, -0.29, -0.26, 0.33, -0.05, -0.16, -0.68, -0.15, 0.72, 0.09, 0.05, 0.07, 0.12, 0.11, 0.09, 0.12, 0.08, 0.10, 0.14, 0.08, 0.10, 0.10, 0.10, 0.11, 0.11, 0.14, 0.11, 0.07, 0.09, 0.08, 0.08, 0.06, 0.09, 0.12, 0.08, 0.09, 0.08, 0.08

***

The following is a quantum chemistry calculation of 3 unconnected molecules or ions with the total composition C19H29Cl2FN3O6, from the Open Molecules 2025 dataset.

XYZ file:
```
60
Properties=species:S:1:pos:R:3:forces:R:3
C 4.01401 -0.07412 -0.83330 0.57 0.48 -1.33
C 5.40327 0.69980 -1.20725 -0.46 -0.90 1.28
C 5.56432 2.10450 -0.45307 0.83 0.03 -0.42
C 4.93284 3.37091 -1.22035 -0.41 0.43 1.02
C 3.59901 3.07163 -2.03697 -1.75 -0.40 -2.18
C 3.64827 3.11668 -3.59940 -3.30 -0.79 1.85
C 4.97786 3.40179 -4.42612 0.64 1.13 -2.76
O 5.06739 4.15795 -5.40240 -0.87 -2.79 4.22
O 6.16033 2.66586 -4.01022 -1.19 2.66 1.21
O 6.12992 1.46003 -4.67326 -0.35 -2.45 -1.46
C 2.31757 2.86719 -4.35367 -0.23 -0.04 2.68
Cl 2.22146 2.90825 -6.16995 0.16 -0.09 2.99
C 1.01655 2.57894 -3.53422 2.51 0.49 -1.00
Cl -0.50217 2.33814 -4.53786 2.38 0.40 2.23
N 1.00848 2.50718 -2.08130 2.64 1.31 -0.74
C -0.23548 2.18880 -1.32217 -1.79 -3.88 -0.33
C -0.58259 0.54875 -1.74012 2.56 -2.14 1.71
C 0.72840 -0.48873 -1.55507 -4.18 -0.63 3.39
O -0.55793 -0.42861 -0.59400 -0.39 2.72 -3.87
C 2.23224 2.74477 -1.35531 2.29 0.59 -1.31
F 2.26776 2.69154 0.06712 -0.80 0.02 -4.36
H 3.62845 0.21702 0.20419 0.51 -0.52 -1.52
H 3.27835 0.22172 -1.67228 0.83 -0.49 1.62
H 4.16163 -1.20650 -0.94097 -0.25 1.67 0.39
H 5.45057 0.76881 -2.34485 0.09 0.16 1.61
H 6.25132 0.02070 -0.83592 -1.10 1.09 -0.70
H 6.70156 2.30753 -0.38434 -1.86 -0.15 -0.09
H 5.19372 2.09331 0.63311 0.34 -0.31 -1.71
H 5.75941 3.86365 -1.85007 -1.70 -0.89 0.52
H 4.67615 4.14908 -0.40231 0.24 -1.17 -1.40
H 6.68529 0.82070 -4.16915 -0.34 1.04 0.10
H -0.10423 2.10001 -0.19470 0.02 0.67 -1.58
H -1.16405 2.75335 -1.65868 1.68 -0.23 0.52
H -1.31516 0.35299 -2.66711 1.72 0.34 2.48
H 0.61943 -1.57426 -1.87890 0.57 1.83 -0.56
H 1.37459 -0.39775 -0.62094 0.19 0.66 -2.29
C -3.63077 1.63795 3.11796 0.02 0.12 0.05
C -2.98521 0.96885 1.93276 0.04 -0.38 -0.22
O -2.18085 1.55298 1.21414 0.16 0.27 -0.18
N -3.32313 -0.32108 1.67582 0.22 0.75 0.14
C -4.24641 -1.16309 2.40821 0.07 -0.30 -0.42
H -3.26926 2.66208 3.20238 0.04 -0.15 -0.12
H -4.71513 1.66246 2.98797 0.05 -0.07 0.17
H -3.37346 1.10264 4.03479 -0.19 0.03 -0.02
H -2.85396 -0.70863 0.86797 -0.03 0.01 0.11
H -3.70179 -2.03970 2.76588 -0.24 -0.05 0.12
H -5.03554 -1.48371 1.72538 -0.10 -0.15 0.30
H -4.69256 -0.64687 3.25546 0.10 0.02 -0.13
C -5.55295 -6.00401 2.33512 0.01 -0.08 -0.09
C -6.03664 -4.71968 2.95718 -0.25 0.38 -0.08
O -6.61236 -3.85950 2.30500 0.17 -0.07 0.06
N -5.81165 -4.53918 4.28810 0.01 -0.08 -0.49
C -5.15267 -5.43989 5.20988 -0.16 0.40 0.25
H -5.79899 -6.01219 1.27407 -0.04 0.14 0.15
H -4.46838 -6.08496 2.44053 -0.08 -0.17 0.06
H -6.04217 -6.85698 2.81116 0.19 -0.03 -0.01
H -6.16075 -3.65898 4.64111 0.01 -0.15 -0.01
H -5.85486 -5.69183 6.00745 0.21 -0.18 0.07
H -4.29074 -4.92426 5.63933 0.05 -0.26 0.11
H -4.81835 -6.35403 4.72423 -0.08 0.14 -0.02
```
Forces are in eV/Å.

DFT total energy = -2376.6888 Eh
charge = +1

Need the Löwdin charges? In units of e they are: -0.12, -0.22, -0.18, -0.13, 0.02, 0.03, -0.30, 0.16, -0.10, -0.01, -0.44, 0.68, -0.43, 0.69, -0.02, -0.05, -0.15, 0.00, -0.20, -0.04, 0.07, 0.08, 0.04, 0.09, 0.08, 0.11, 0.13, 0.12, 0.13, 0.14, 0.13, 0.13, 0.14, 0.14, 0.11, 0.10, -0.01, -0.54, 0.00, 0.01, -0.07, 0.08, 0.09, 0.09, 0.13, 0.08, 0.08, 0.08, -0.01, -0.56, 0.02, 0.00, -0.08, 0.08, 0.08, 0.09, 0.14, 0.09, 0.08, 0.07

***

The following is a quantum chemistry calculation of a molecular structure, C19H29ClN2O4S, from the Open Molecules 2025 dataset.

XYZ file:
```
56
Properties=species:S:1:pos:R:3:forces:R:3
C 1.62324 4.76602 4.60666 -7.56 2.35 -2.12
C 0.52172 3.81194 3.93819 2.87 -1.42 5.55
O 0.62355 2.36307 4.35915 0.43 4.12 0.84
C 1.27689 1.63581 3.41113 6.10 -5.00 7.95
C 2.94612 1.81794 3.17472 -3.70 0.74 6.12
H 3.23327 1.90547 4.35544 -0.15 -0.33 -2.67
H 2.99892 2.91201 2.87753 0.93 -1.71 -0.88
C 3.50547 0.52392 2.57768 -7.49 -0.13 1.09
N 3.03137 0.49119 1.24427 -3.75 0.04 -6.57
C 1.98669 -0.34808 0.74872 3.15 -4.37 13.01
O 1.53414 -1.34127 1.70146 1.89 5.33 -5.84
C 1.65603 -0.21508 -0.52839 -4.32 2.76 -11.44
C 0.51432 0.96440 -0.79075 -0.61 -1.90 9.85
C -0.24272 1.01403 -1.96388 0.64 5.84 -4.69
C -0.60620 -0.30194 -2.58335 -11.90 6.20 3.65
C 0.36227 -1.15545 -2.53210 4.79 -8.52 -4.21
C 0.99369 -1.34090 -1.32818 3.24 -6.69 9.39
H 0.24160 -1.78755 -0.52111 1.10 0.74 -1.61
H 1.83832 -2.33777 -1.28642 -2.31 2.91 -0.60
H 1.10040 -0.88020 -3.20494 1.87 0.96 -2.04
H 0.16186 -2.24965 -2.96318 -0.24 2.04 0.84
H -1.54782 -0.56966 -1.63551 2.56 0.07 -2.52
C -1.47379 -0.13298 -3.80302 1.51 6.17 -0.56
N -2.10520 -1.20213 -4.32639 5.69 -7.04 -4.40
S -3.24550 -2.08890 -3.81717 -10.88 8.20 0.52
O -3.84365 -2.98993 -4.76332 1.94 -1.05 0.39
O -4.26634 -0.60115 -3.80291 2.84 -5.58 1.47
C -3.05500 -2.70078 -2.17118 -4.03 6.95 -0.13
C -3.51457 -1.79009 -1.02877 -1.29 -1.46 -3.06
C -3.18542 -2.36078 0.11912 4.08 -6.13 -3.30
C -2.30541 -3.65678 0.26591 -0.33 1.62 -3.60
C -1.77961 -4.22475 -0.96890 -5.34 5.63 4.13
C -2.30953 -3.73102 -2.15954 4.13 -3.91 -0.70
H -1.92832 -4.09612 -3.15780 -0.52 -0.16 1.31
H -1.27781 -5.02494 -0.87669 3.99 -5.71 0.27
Cl -1.94296 -4.31265 1.87017 -0.32 0.73 -1.56
H -3.31118 -2.01433 0.98256 -1.79 3.27 6.93
H -4.30372 -0.91533 -1.10020 2.19 -1.85 -0.40
H -1.34949 -2.02640 -4.64067 -1.57 2.69 0.41
H -2.28690 0.62219 -3.60087 0.80 -0.79 0.09
H -0.86894 0.42458 -4.68297 -0.97 -1.42 1.72
H -1.13063 1.92957 -1.76391 2.33 -3.07 -1.07
H 0.61583 1.54385 -2.64710 -2.22 -0.78 0.12
H -0.35290 0.69182 0.01125 1.81 -0.09 -0.99
H 0.88559 1.82128 -0.16239 -0.24 0.11 -1.83
H 2.30253 0.19460 -1.38800 0.85 -0.38 2.15
H 3.14574 1.33511 0.49137 0.28 -2.49 2.98
H 4.40998 0.71344 2.41280 8.18 0.39 -0.16
H 3.15035 -0.48384 3.06368 0.93 2.22 -0.65
H 0.83078 1.83386 2.64113 -4.55 1.30 -9.29
H 1.04306 0.57663 3.82857 0.88 1.27 -1.52
H 0.57394 3.91077 2.95333 -0.02 0.13 -4.42
H -0.38190 4.04360 4.34571 -2.65 1.03 0.65
H 1.39807 5.87296 4.34742 0.31 -1.83 0.34
H 1.64079 4.65065 5.60069 -0.26 -0.35 3.80
H 2.46895 4.50974 4.27093 6.72 -1.64 -2.75
```
Forces are in eV/Å.

energy above the lowest of the compared OMol25 structures with the same formula, charge and spin = 1927.2 kJ/mol
DFT total energy = -2009.5380 Eh

Need the Löwdin charges? In units of e they are: -0.01, -0.12, -0.13, -0.24, -0.10, 0.15, 0.10, -0.20, 0.03, -0.32, -0.12, -0.27, -0.21, -0.23, -0.40, -0.34, -0.20, 0.15, 0.21, 0.13, 0.18, 0.22, -0.26, -0.23, 0.79, -0.27, -0.46, -0.32, -0.02, -0.06, -0.49, -0.04, -0.15, 0.15, 0.03, 0.65, 0.01, 0.17, 0.20, 0.14, 0.19, 0.22, 0.17, 0.16, 0.12, 0.18, 0.21, 0.03, 0.18, 0.00, 0.16, 0.06, 0.08, 0.12, 0.03, -0.04